Molecular formula: C34H23N8O7P2V
Method: DFT, wB97M-V/def2-TZVPD

ORCA input file:
```
! RIJCOSX wB97M-V def2-TZVPD def2/J DEFGRID3
* xyz -1 4
V -0.0770 -0.1947 0.0525
C -4.6855 -1.0665 -4.5137
C -5.5209 -0.4713 -3.5574
C -5.0605 -0.1825 -2.2852
C -3.7411 -0.5025 -1.9945
C -2.9488 -0.3390 -0.7761
N -3.4545 0.1872 0.2983
C -2.7605 0.3363 1.4367
C -3.3624 0.6745 2.6928
C -4.6755 0.9808 3.0689
C -4.9185 1.2580 4.3938
C -3.8801 1.2261 5.3526
C -2.5891 0.9163 4.9945
C -2.3302 0.6411 3.6470
C -1.1397 0.2863 2.9331
N 0.0651 0.1179 3.5151
C 1.0593 -0.4116 2.8641
N 1.1186 -0.8805 1.5729
C 2.4160 -1.3077 1.3271
N 2.9470 -1.7829 0.2507
C 2.2490 -1.9468 -0.8968
N 0.9916 -1.4922 -1.1504
C 0.6070 -1.9608 -2.3753
N -0.5992 -1.7800 -2.9539
C -1.6085 -1.2832 -2.3072
N -1.6789 -0.8395 -0.9958
C -2.9144 -1.0874 -2.9405
C -3.3711 -1.3833 -4.2186
C 1.6766 -2.6915 -2.9607
C 1.8256 -3.3625 -4.1874
C 3.0149 -3.9965 -4.4374
C 4.0681 -3.9911 -3.4856
C 3.9341 -3.3500 -2.2813
C 2.7250 -2.6843 -2.0156
C 3.2093 -1.1355 2.5502
C 4.5356 -1.4269 2.8334
C 4.9916 -1.1341 4.1096
C 4.1441 -0.5693 5.0706
C 2.8194 -0.2845 4.7800
C 2.3715 -0.5788 3.5007
N -1.4205 0.1428 1.6153
H -5.0808 -1.2772 -5.4998
H -6.5421 -0.2323 -3.8274
H -5.6904 0.2817 -1.5383
H -5.4652 0.9978 2.3290
H -5.9226 1.5052 4.7163
H -4.1140 1.4504 6.3862
H -1.7890 0.8837 5.7227
H -2.7132 -1.8418 -4.9448
H 1.0159 -3.3722 -4.9059
H 3.1612 -4.5169 -5.3762
H 4.9897 -4.5083 -3.7235
H 4.7289 -3.3470 -1.5465
H 5.1764 -1.8612 2.0779
H 6.0211 -1.3451 4.3725
H 4.5362 -0.3529 6.0568
H 2.1540 0.1552 5.5108
C 0.7635 4.8434 -1.2928
C 1.1731 3.3820 -1.3691
O 2.2943 3.2853 -2.2442
P 1.6443 2.6931 0.2567
O 0.5807 3.1987 1.3185
O 2.9423 3.4803 0.7178
O 1.8662 1.2284 0.1964
P -0.2401 2.3156 -1.9185
O 0.5893 1.1814 -2.7196
O -1.2408 2.9892 -2.7570
O -0.6707 1.6592 -0.5920
H 1.6001 5.4406 -0.9270
H -0.0908 4.9880 -0.6336
H 0.4873 5.1761 -2.2921
H 2.3030 2.3870 -2.6032
H -0.2774 2.7855 1.1094
H 3.6691 2.8713 0.8911
H 0.1080 0.8259 -3.4771
*
```

Calculated values
- LUMO (alpha / beta): 0.0624 / 0.0407 Eh
- Energy relative to the best compared isomer or geometry (same formula, charge and spin): 0.0 kcal per mole


Molecular formula: C34H24BrF4N2O2PTl
Method: DFT, wB97M-V/def2-TZVPD

ORCA input file:
```
! RIJCOSX wB97M-V def2-TZVPD def2/J DEFGRID3
* xyz -1 1
Tl 1.5976 1.6692 -0.7421
O 2.2340 0.2354 -2.8728
C 3.0324 -0.6676 -3.2570
C 3.0428 -1.1085 -4.6270
C 3.8399 -2.1291 -5.0669
C 4.7156 -2.8053 -4.1934
C 4.7463 -2.4029 -2.8812
C 3.9470 -1.3557 -2.3824
C 4.1074 -1.0635 -0.9723
N 3.5825 -0.1385 -0.2652
C 3.8689 -0.1866 1.1592
C 2.5757 -0.4058 1.9407
N 1.7586 0.7851 1.8380
C 1.3532 1.3212 2.9180
C 0.6209 2.5724 3.0494
C -0.1263 2.7516 4.2185
C -0.8637 3.8901 4.4624
C -0.8416 4.9028 3.4878
C -0.0878 4.7827 2.3468
C 0.7308 3.6316 2.0774
O 1.5050 3.5932 1.0754
H 2.3694 -0.5922 -5.3014
H 3.7973 -2.4234 -6.1107
H 5.3366 -3.6190 -4.5430
H 5.4089 -2.9091 -2.1839
H 4.7813 -1.7727 -0.4641
H 4.2913 0.7713 1.4759
H 4.5906 -0.9800 1.3996
H 2.8136 -0.6547 2.9855
H 2.0450 -1.2543 1.4956
H 1.5587 0.8017 3.8692
H -0.1301 1.9457 4.9490
H -1.4458 3.9972 5.3687
H -1.4197 5.8077 3.6487
H -0.0495 5.5800 1.6134
F -2.6816 -6.1097 -0.3792
C -2.3248 -4.8234 -0.3360
C -3.2477 -3.8623 0.0178
F -4.5002 -4.2244 0.3187
C -2.8688 -2.5323 0.0522
F -3.8317 -1.6618 0.3857
C -1.5771 -2.1126 -0.2309
P -1.0338 -0.3313 -0.1673
C -1.8831 0.2584 -1.6845
C -3.2166 0.6589 -1.7644
C -3.7587 1.0383 -2.9829
C -2.9775 1.0145 -4.1335
C -1.6500 0.6221 -4.0585
C -1.0969 0.2575 -2.8369
C -1.9825 0.3297 1.2403
C -2.3680 1.6689 1.2518
C -2.9312 2.2286 2.3888
C -3.1079 1.4613 3.5299
C -2.7000 0.1342 3.5366
C -2.1336 -0.4253 2.4012
C -0.6610 -3.1079 -0.5967
Br 1.0967 -2.7040 -1.1314
C -1.0343 -4.4402 -0.6493
F -0.1737 -5.3994 -1.0040
H -3.8326 0.6814 -0.8746
H -4.7939 1.3524 -3.0340
H -3.4029 1.3155 -5.0831
H -1.0269 0.6148 -4.9437
H -0.0456 -0.0216 -2.7953
H -2.2027 2.2891 0.3779
H -3.1948 3.2779 2.3921
H -3.5332 1.9053 4.4209
H -2.8112 -0.4654 4.4317
H -1.7990 -1.4571 2.4246
*
```

Calculated values
- LUMO: 0.0816 Eh


Molecular formula: C34H24Cl2N7O2S2V
Method: DFT, wB97M-V/def2-TZVPD

ORCA input file:
```
! RIJCOSX wB97M-V def2-TZVPD def2/J DEFGRID3
* xyz 0 3
V -0.1280 0.2439 -0.4809
Cl -3.0128 5.2794 3.0471
C -2.5197 4.2445 1.7482
C -1.5243 3.3120 1.9862
C -1.1077 2.4578 0.9755
N -0.1506 1.4373 1.1540
C 0.8900 1.7518 1.9723
O 1.2894 2.8907 2.1992
C 1.6382 0.6206 2.6469
C 2.8893 0.9030 3.1892
C 3.5594 -0.0967 3.8690
C 2.9454 -1.3325 4.0062
C 1.6943 -1.5098 3.4384
N 1.0511 -0.5667 2.7567
C -1.7087 2.5539 -0.2902
C -2.6978 3.4985 -0.5315
C -3.1032 4.3403 0.4922
Cl -4.3419 5.5066 0.1646
N -1.2064 1.6214 -1.2155
C -1.5533 1.5863 -2.5298
O -2.2821 2.3442 -3.1431
C -0.8350 0.4620 -3.2457
C -0.9302 0.3276 -4.6180
C -0.1840 -0.6577 -5.2404
C 0.6382 -1.4624 -4.4635
C 0.6679 -1.2666 -3.0956
N -0.0640 -0.3319 -2.4853
H -1.0720 3.2609 2.9652
H 3.2931 1.8991 3.0786
H 4.5358 0.0866 4.2987
H 3.4188 -2.1418 4.5453
H 1.1806 -2.4594 3.5402
H -3.1462 3.5822 -1.5082
H -1.5866 0.9988 -5.1532
H -0.2335 -0.7932 -6.3121
H 1.2483 -2.2377 -4.9046
H 1.2766 -1.8960 -2.4577
C 1.8520 2.7654 -1.0158
C 2.5542 1.4758 -0.7568
N 1.9753 0.3075 -0.5602
C 2.9149 -0.6813 -0.3222
C 4.1974 -0.2399 -0.3034
S 4.2513 1.4305 -0.6242
C 2.4960 -2.0685 -0.1183
C 3.3415 -3.1139 0.0801
S 2.4423 -4.5281 0.3612
C 0.9762 -3.6442 0.1672
N 1.1525 -2.3746 -0.0910
C -0.3131 -4.3657 0.3839
H 1.0505 2.6341 -1.7413
H 2.5541 3.5072 -1.3927
H 1.4176 3.1407 -0.0844
H 5.0926 -0.8074 -0.1201
H 4.4173 -3.1185 0.0831
H -0.1376 -5.4377 0.4587
H -1.0213 -4.1846 -0.4192
H -0.7700 -4.0249 1.3144
C -1.8847 -0.8204 0.0349
C -2.6957 -1.1733 -1.1429
C -3.7714 -0.3672 -1.5405
C -4.4796 -0.6168 -2.7000
C -4.1424 -1.7039 -3.5044
C -3.0826 -2.5295 -3.1268
C -2.3781 -2.2617 -1.9720
C -4.8688 -1.9798 -4.7097
N -5.4485 -2.2122 -5.6752
H -1.5531 -1.6822 0.5991
H -2.4169 -0.1363 0.6987
H -4.0330 0.4911 -0.9321
H -5.2945 0.0317 -2.9917
H -2.8117 -3.3695 -3.7538
H -1.5253 -2.8833 -1.7244
*
```

Calculated values
- LUMO (alpha / beta): -0.0174 / -0.0171 Eh
- Energy relative to the best compared isomer or geometry (same formula, charge and spin): 7.8 kcal per mole